Entry 1:
The following is a quantum chemistry calculation of C27H36ClO2P2SiYb as an isolated structure at a distorted geometry, from OMol25.

Values from the calculation:
**2S+1**: 2
**Lowest unoccupied orbital energy (spin up / spin down)**: -7.0159 / -7.0114 eV
**Net charge**: +2
**E_HOMO (spin up / spin down)**: -12.15 / -13.64 eV

Geometry as XYZ:
```
70
Properties=species:S:1:pos:R:3:forces:R:3
C 4.209759 1.151686 -4.144475 1.447 0.165 -0.047
C 2.898909 0.819418 -3.779362 -6.393 -0.598 0.430
H 4.186804 1.929743 -4.936955 -0.175 -0.384 0.306
H 4.718314 0.238678 -4.511498 -0.187 0.299 0.108
H 4.738063 1.529324 -3.249444 -0.176 -0.148 -0.171
O 1.754710 0.634850 -3.673127 5.616 0.694 -0.285
Cl 3.617391 1.023764 -0.672167 0.889 0.033 0.205
Yb 1.556543 0.742163 0.964299 0.995 0.171 -2.143
P 1.915518 -1.610758 -1.144767 -0.333 -1.141 0.069
C 0.744972 -2.594400 -2.147189 -0.138 0.082 -0.155
C 3.398233 -2.074002 -2.128408 0.379 0.443 0.306
H 3.491939 -3.167164 -2.093670 0.060 0.297 -0.157
H 2.521625 -3.735612 -0.222574 -0.098 0.067 0.431
H 4.289050 -1.605393 -1.699185 -0.038 -0.150 -0.134
H 2.886548 -2.417211 0.938973 -0.148 -0.289 -0.102
H 0.508222 -2.018048 -3.050622 -0.143 -0.243 0.117
H 3.289073 -1.760676 -3.172509 -0.004 -0.117 0.068
C 2.141416 -2.808084 0.227407 0.345 -0.042 0.114
H 1.234153 -3.536064 -2.433351 -0.265 0.187 0.063
H 1.196778 -3.012034 0.747485 0.152 0.062 -0.111
H -0.175475 -2.806124 -1.592301 0.213 0.061 -0.242
P 1.088842 2.637738 -1.092528 -0.320 0.430 -0.529
C -0.455372 3.401788 -1.668784 -0.078 0.123 0.043
C 1.212890 3.424295 0.561068 0.233 0.433 0.200
H 3.277834 3.505083 -1.659103 -0.184 0.176 -0.089
H 1.985945 4.755386 -1.777902 0.208 -0.156 -0.287
H 2.185357 3.529185 -3.073288 -0.054 0.164 0.076
C 2.257447 3.714418 -1.996400 0.300 -0.071 0.168
H 2.098011 3.073465 1.133362 -0.208 0.375 -0.095
H 1.370740 4.491472 0.380507 -0.022 -0.034 0.402
H -0.312201 4.489693 -1.687698 -0.342 -0.192 -0.061
H -1.290733 3.134657 -1.011875 0.056 0.087 -0.205
H 0.295446 3.297558 1.150347 0.226 0.065 -0.153
H -0.653097 3.028741 -2.681107 -0.128 0.157 0.201
C -0.319029 0.092424 -0.816991 -1.227 0.230 -0.305
O -0.792781 0.107720 -1.912352 0.640 -0.248 1.513
C -1.723356 -5.071786 1.325415 0.126 0.208 -0.020
C -2.125629 -4.448721 0.140103 -0.155 0.234 -0.105
C -2.046344 -3.056954 0.004949 0.232 -0.358 0.208
C -1.553009 -2.272608 1.062574 -0.152 -0.339 0.172
C -1.273766 -2.893271 2.292385 0.267 -0.324 -0.311
C -1.282803 -4.288426 2.395306 -0.196 0.094 0.239
Si -1.410959 -0.441408 0.875518 -1.660 -0.933 -0.715
C -3.103673 0.273497 0.646906 -0.209 0.479 -0.177
C -3.505470 1.047965 -0.454565 -0.373 0.110 0.275
C -4.819316 1.535206 -0.527364 0.137 -0.132 0.093
C -5.749780 1.244760 0.476859 0.488 -0.166 0.071
C -5.351355 0.470114 1.575960 0.335 -0.050 -0.114
C -4.038482 -0.013963 1.661746 -0.265 0.312 -0.162
C -0.562435 0.291319 2.349994 0.073 -0.042 0.614
C -0.917267 1.594365 2.739289 0.230 -0.008 0.051
C -0.107739 2.315789 3.620431 -0.210 0.031 0.227
C 1.100529 1.777347 4.060354 -0.017 0.269 -0.025
C 1.442401 0.464054 3.720203 -0.091 -0.578 0.533
C 0.556300 -0.321985 2.971963 -0.046 0.371 0.389
H -1.779808 -6.160998 1.426330 0.086 0.476 -0.078
H -2.512238 -5.044810 -0.688558 0.096 0.153 0.275
H -2.384663 -2.574311 -0.916827 0.160 -0.211 0.200
H -1.058868 -2.278077 3.170340 0.058 -0.401 -0.253
H -0.961923 -4.755586 3.330187 -0.283 0.105 -0.292
H -2.801439 1.277427 -1.259258 -0.322 -0.095 0.267
H -5.107691 2.148487 -1.378251 -0.011 -0.148 0.149
H -6.774325 1.617858 0.409810 0.377 -0.118 0.016
H -6.055507 0.240434 2.373702 0.115 0.051 -0.209
H -3.734925 -0.610877 2.529414 -0.195 0.155 -0.285
H -1.847518 2.033518 2.365754 0.352 -0.098 -0.013
H -0.442573 3.294307 3.970727 0.237 -0.235 -0.143
H 1.748657 2.365867 4.712988 -0.132 -0.211 -0.252
H 2.364299 0.021713 4.107092 -0.326 0.119 0.025
H 0.748828 -1.387926 2.834710 0.173 0.294 -0.201
```
Positions in Å, forces in eV/Å.

Löwdin atomic charge list, values in e, 5 entries: 0.048 -0.070 0.160 0.153 0.111

***

Entry 2:
The following is a quantum chemistry calculation of one molecule with the formula C27H36N2O3, from OMol25.

Values from the calculation:
**2S+1**: 1
**Structure (SMILES)**: CCCCC[C@H]1CN(CCc2ccccc2)C(=O)[C@@H]1CC(=O)NCc1ccc(OC)cc1
**Lowest unoccupied orbital energy**: 0.7324 eV
**Net charge**: 0
**E_HOMO**: -8.41 eV

Geometry as XYZ:
```
68
Properties=species:S:1:pos:R:3:forces:R:3
C -5.135445 -4.109487 0.717795 -0.144 0.231 0.018
C -5.797992 -2.825204 0.233138 0.049 -0.092 -0.170
C -5.319476 -2.381298 -1.150378 0.081 -0.018 0.126
C -3.819430 -2.096765 -1.260065 -0.197 0.178 0.090
C -3.378025 -0.936173 -0.370164 0.263 -0.141 -0.155
C -1.907235 -0.527277 -0.475418 -0.058 -0.134 -0.038
C -0.904542 -1.607842 -0.045783 -0.338 -0.131 0.112
N 0.296373 -1.269927 -0.777104 0.044 -0.028 0.199
C 1.601528 -1.751669 -0.398547 0.394 0.125 -0.168
C 2.385290 -0.701122 0.407604 -0.216 -0.162 -0.070
C 1.643592 -0.303200 1.649722 0.117 0.020 -0.024
C 1.845828 -0.971656 2.849964 -0.005 0.023 -0.040
C 1.121845 -0.627220 3.978432 -0.014 -0.073 0.124
C 0.180374 0.386267 3.918541 -0.046 0.004 0.111
C -0.029113 1.058276 2.725958 -0.093 0.047 -0.032
C 0.700685 0.716104 1.602372 -0.015 -0.080 0.057
C 0.089554 -0.421371 -1.795628 -0.435 -0.145 -0.030
O 0.947740 0.020478 -2.538659 0.399 0.110 -0.364
C -1.407185 -0.138416 -1.872199 -0.048 0.173 0.126
C -1.726385 1.296300 -2.299265 0.091 -0.148 0.095
C -1.054257 2.335117 -1.408564 -0.190 -0.174 -0.581
O -1.600623 2.817924 -0.434264 -0.251 0.107 0.443
N 0.172874 2.693807 -1.831575 0.410 0.187 -0.101
C 0.977355 3.692515 -1.154402 -0.021 0.178 0.048
C 2.266939 3.127419 -0.618483 -0.058 0.045 -0.076
C 3.199254 2.571351 -1.482333 -0.104 0.098 0.214
C 4.382175 2.028200 -1.010242 0.312 -0.133 0.008
C 4.651387 2.034566 0.354056 -0.161 0.115 0.067
O 5.772929 1.517986 0.931760 -0.263 0.136 0.146
C 6.742874 0.927518 0.102442 0.150 -0.087 -0.130
C 3.722288 2.602180 1.226227 0.249 -0.101 -0.028
C 2.548504 3.139587 0.743133 0.143 0.028 -0.164
H -5.599326 -4.446013 1.642211 0.025 -0.093 0.086
H -5.242342 -4.897266 -0.025139 0.034 -0.133 -0.061
H -4.076600 -3.956054 0.910535 0.152 -0.064 0.027
H -6.877685 -2.984514 0.179463 -0.012 0.080 0.065
H -5.624331 -2.029610 0.959098 -0.089 0.047 0.048
H -5.869324 -1.480582 -1.434253 -0.032 0.008 -0.101
H -5.573633 -3.162427 -1.871603 -0.075 0.018 -0.051
H -3.607156 -1.860220 -2.304842 0.076 -0.070 -0.028
H -3.264208 -3.000999 -1.009394 0.086 -0.060 -0.075
H -3.566711 -1.192063 0.673797 -0.098 0.073 0.092
H -3.988532 -0.062264 -0.607194 -0.095 0.059 0.091
H -1.769777 0.341063 0.177399 0.081 -0.057 -0.032
H -0.717442 -1.597548 1.029967 -0.033 0.001 -0.029
H -1.242573 -2.611352 -0.334360 -0.005 0.022 0.088
H 1.471515 -2.666065 0.184877 0.012 0.016 -0.064
H 2.156051 -1.981676 -1.313586 -0.034 -0.074 0.101
H 3.360805 -1.117773 0.663602 0.068 0.035 -0.020
H 2.532619 0.170304 -0.230541 0.070 -0.008 -0.018
H 2.578881 -1.764853 2.902438 0.094 -0.078 0.000
H 1.292684 -1.152412 4.907250 0.013 -0.034 0.074
H -0.385498 0.652441 4.799237 -0.042 0.027 0.071
H -0.761502 1.849479 2.663937 -0.085 0.094 -0.015
H 0.536973 1.244477 0.676537 -0.013 0.098 -0.127
H -1.813881 -0.820145 -2.628209 0.059 0.007 0.027
H -1.399816 1.441138 -3.330116 -0.060 -0.004 0.000
H -2.804602 1.452240 -2.241017 0.056 0.064 -0.021
H 0.634364 2.111286 -2.518632 -0.196 -0.070 0.047
H 1.196125 4.500105 -1.865685 -0.069 -0.036 0.159
H 0.364375 4.093166 -0.343537 0.108 0.022 -0.133
H 3.004706 2.552347 -2.544769 -0.007 -0.016 -0.145
H 5.078025 1.601423 -1.715045 0.092 -0.055 -0.033
H 7.530378 0.580619 0.769812 -0.029 0.006 -0.089
H 6.335407 0.074290 -0.450046 0.012 0.038 0.003
H 7.162642 1.650242 -0.604947 -0.030 -0.035 0.012
H 3.941299 2.601555 2.281933 0.024 -0.013 0.152
H 1.838411 3.570694 1.432751 -0.101 0.027 0.084
```
Positions in Å, forces in eV/Å.

Löwdin atomic charge list, values in e, 5 entries: -0.110 -0.269 -0.222 -0.208 -0.145

***

Entry 3:
The following is a quantum chemistry calculation of a 9-piece molecular cluster, C27H36O27 overall at a distorted geometry, from OMol25.

Values from the calculation:
**2S+1**: 1
**Structure (SMILES)**: O=C1OCCO1.O=C1OCCO1.O=C1OCCO1.O=C1OCCO1.O=C1OCCO1.O=C1OCCO1.O=C1OCCO1.O=C1OCCO1.O=C1OCCO1
**Lowest unoccupied orbital energy**: -0.1460 eV
**Net charge**: 0
**E_HOMO**: -10.68 eV

Geometry as XYZ:
```
90
Properties=species:S:1:pos:R:3:forces:R:3
O -3.269911 1.721895 -7.703473 -1.467 -0.644 2.619
C -3.844501 1.385265 -6.666323 1.097 1.390 -4.777
O -5.141901 1.397065 -6.476333 -1.790 1.599 -3.158
C -5.559021 1.035345 -5.226733 0.898 -0.740 1.064
C -4.211101 0.418905 -4.719203 -2.492 -0.342 1.547
O -3.275941 0.907615 -5.623423 2.652 -1.062 2.447
H -5.845671 1.918065 -4.655123 -0.241 -0.081 0.032
H -6.385891 0.340675 -5.374483 0.062 -0.011 0.547
H -4.312521 -0.666275 -4.732563 0.578 -0.061 -0.144
H -4.061281 0.757365 -3.693973 0.679 -0.109 -0.141
O 3.840819 0.409575 0.962917 0.401 0.523 -0.749
C 4.233259 1.422505 0.448927 -0.281 -0.398 2.884
O 4.299459 1.673775 -0.831663 -0.133 -0.976 -2.725
C 4.760149 2.969235 -1.134663 -0.352 1.999 1.595
C 4.567329 3.596655 0.241617 0.375 0.965 1.043
O 4.624919 2.511555 1.164587 0.011 -0.583 -0.519
H 5.780619 3.060405 -1.506713 -0.087 -0.683 -0.074
H 4.065749 3.582105 -1.709383 0.050 -0.862 -0.902
H 3.563149 4.009995 0.335807 0.010 0.234 -0.111
H 5.297039 4.340685 0.561047 -0.040 -0.043 -0.241
O -8.079831 0.943415 0.339717 1.158 -1.022 -0.232
C -7.145801 0.221065 0.104867 -0.354 1.541 -0.020
O -7.178131 -1.099095 -0.049743 0.080 -0.503 -0.003
C -5.872361 -1.536915 -0.376093 0.907 -2.434 -0.473
C -4.924901 -0.390815 -0.324343 -1.052 1.159 -0.240
O -5.873981 0.656365 -0.105253 -0.081 1.603 0.690
H -5.522621 -2.291565 0.328387 -0.537 -0.216 0.024
H -5.817701 -1.967955 -1.375753 -0.626 -0.213 0.013
H -4.466651 -0.137435 -1.280333 0.330 -0.431 0.379
H -4.205171 -0.487445 0.488517 0.022 0.439 -0.119
O 3.023509 -3.399545 -1.583873 0.935 1.755 -2.791
C 3.372289 -2.497325 -2.357533 -1.738 -2.714 2.385
O 3.262669 -2.444835 -3.696573 -0.365 -1.671 0.669
C 3.667499 -1.184125 -4.192233 -0.499 -0.506 0.149
C 3.921659 -0.416225 -2.896443 0.117 0.970 -1.230
O 3.803349 -1.354025 -1.864923 0.914 0.408 0.304
H 4.584779 -1.351725 -4.756693 -0.159 0.278 -0.208
H 2.837499 -0.842265 -4.810553 0.338 0.355 -0.079
H 3.167119 0.334135 -2.660353 0.520 0.413 -0.490
H 4.942679 -0.071125 -3.059283 -0.119 0.640 1.094
O -2.904881 6.345995 -1.190003 -0.636 -3.565 -1.160
C -3.292821 5.253065 -1.618973 0.213 4.229 1.060
O -2.931841 4.042635 -1.218173 0.336 -1.046 0.180
C -3.639711 3.061555 -1.991343 -1.448 0.205 -0.882
C -4.701631 3.937325 -2.669613 -1.231 -3.709 -0.401
O -4.269711 5.172935 -2.559993 1.892 4.190 0.279
H -3.035031 2.539555 -2.732953 0.498 0.287 0.486
H -4.256881 2.352465 -1.439633 1.000 -0.091 0.754
H -5.631831 3.841985 -2.109493 -0.413 -0.205 -0.305
H -4.810031 3.656885 -3.717323 -0.339 0.027 -0.040
O 1.821189 -1.796205 3.125957 -1.321 0.418 -1.724
C 2.645859 -2.355845 3.773137 -4.370 0.758 0.224
O 3.784849 -1.917845 3.954577 6.953 3.188 -0.031
C 4.506169 -2.589355 4.995907 -0.191 -1.418 -0.690
C 3.639719 -3.810365 5.062107 -1.479 -1.535 1.814
O 2.383809 -3.308305 4.606357 -0.964 -2.815 0.722
H 5.473729 -2.933275 4.630357 0.220 0.879 0.202
H 4.498599 -2.030655 5.931807 0.207 0.239 -0.331
H 3.403899 -4.186995 6.057407 0.451 0.094 0.146
H 3.895239 -4.695895 4.480167 0.424 0.339 -0.373
O -2.355231 0.614845 -1.425563 3.227 -0.610 0.307
C -1.205471 0.302425 -1.151413 0.146 0.550 0.393
O -0.795531 -0.951595 -0.855203 -1.137 -0.162 -0.752
C 0.488649 -0.985235 -0.255043 0.657 1.068 0.214
C 0.970979 0.464595 -0.451213 1.174 -0.844 1.458
O -0.088551 1.154825 -1.024543 -2.787 -0.160 -0.793
H 0.340899 -1.189585 0.805387 0.217 -0.271 -0.110
H 1.226329 -1.650615 -0.703603 -0.697 -0.515 -0.121
H 1.899519 0.543565 -1.016603 -0.330 0.042 -0.330
H 1.203409 0.818145 0.553317 -0.083 0.624 -0.131
O 2.273269 4.957315 3.764677 -0.077 -1.047 0.649
C 2.238369 3.772065 3.956707 0.936 1.225 -0.699
O 3.251689 3.053385 4.530237 0.080 0.402 0.135
C 3.115569 1.690545 4.188017 -0.374 -1.359 -0.445
C 1.646689 1.621475 3.768607 0.301 -1.576 -0.180
O 1.263439 2.975545 3.510277 -0.215 -1.070 0.431
H 3.862789 1.307775 3.492857 -0.107 0.842 -0.671
H 3.230369 0.958535 4.987437 0.126 0.752 0.832
H 1.180589 1.066665 4.582887 -0.996 1.122 0.416
H 1.405409 0.945115 2.948597 0.401 0.552 -0.570
O 0.234609 -5.720655 5.731197 -0.217 0.466 -5.067
C 0.137439 -5.454805 4.511747 -0.271 1.098 3.015
O -0.745891 -4.509155 4.003687 0.825 -1.948 0.516
C -0.326161 -4.234605 2.667877 0.318 2.199 -0.359
C 0.659009 -5.325155 2.283517 -1.380 0.986 -1.785
O 0.925209 -5.877075 3.483357 0.791 -2.403 4.063
H -1.173031 -4.101825 1.994617 -0.077 -0.365 0.199
H 0.186619 -3.276645 2.754317 -0.028 0.089 -0.331
H 1.615139 -5.025045 1.854737 -0.304 0.407 -0.267
H 0.134499 -5.999415 1.606487 0.362 -0.526 -0.010
```
Positions in Å, forces in eV/Å.

Löwdin atomic charge list, values in e, 5 entries: 0.125 -0.606 0.077 -0.110 -0.098

***

Relative energy (zero: lowest compared OMol25 entry of this formula, charge and spin) values (in kcal per mole) by entry order: 0.0; 2.1; 107.4.